(1)
C3H6N2OS as an isolated structure. Source: OMol25; level of theory: wB97M-V/def2-TZVPD.

Computed properties:
LUMO level = 0.0105 Eh
Kohn-Sham gap = 9.73 eV

Each line ends with the Löwdin charge.
Positions of all 13 atoms, in Å:
C 1.47 -0.07 0.09  -0.60
C 0.36 0.53 0.87  -0.18
C -1.05 0.62 0.22  -0.76
H 2.78 0.60 -1.48  0.09
H 2.00 1.98 -0.43  0.25
H 2.61 -1.73 -0.27  0.08
H 0.61 1.58 1.18  0.11
H 0.52 0.22 1.97  0.15
H -0.35 -1.74 -0.20  -0.03
N 2.11 0.74 -0.74  0.09
N 1.83 -1.32 0.36  0.06
O -1.64 1.61 -0.14  0.01
S -1.70 -1.01 -0.26  0.72

=====

(2)
A 13-piece molecular cluster, C37H71N3O20S5 overall. Source: OMol25; level of theory: wB97M-V/def2-TZVPD.

Computed properties:
LUMO level = -0.0124 Eh
Kohn-Sham gap = 8.42 eV

Each line ends with the Löwdin charge.
Positions of all 136 atoms, in Å:
C 1.57 0.70 -8.84  -0.08
C 1.75 2.20 -8.50  -0.10
O 1.34 2.28 -7.16  0.10
C 0.96 1.13 -6.71  -0.66
O 0.53 0.86 -5.61  0.13
O 1.18 0.19 -7.57  0.09
H 2.39 0.17 -9.32  0.13
H 0.77 0.55 -9.56  0.12
H 1.22 2.97 -9.07  0.13
H 2.81 2.38 -8.70  0.13
C 8.43 5.60 -1.78  -0.10
C 6.95 5.87 -1.50  -0.12
O 6.34 6.08 -2.76  0.08
C 7.22 5.90 -3.72  -0.55
O 6.88 5.84 -4.92  0.10
O 8.42 5.56 -3.21  0.05
H 8.77 4.65 -1.36  0.13
H 9.00 6.50 -1.54  0.13
H 6.91 6.83 -0.99  0.13
H 6.56 5.01 -0.97  0.13
C -4.59 4.42 -0.94  -0.17
C -4.60 5.48 -1.96  -0.10
O -4.14 6.59 -1.11  0.06
C -4.32 6.33 0.21  -0.55
O -4.14 7.07 1.11  0.17
O -4.53 4.98 0.37  0.05
H -3.68 3.83 -1.05  0.13
H -5.42 3.72 -0.94  0.14
H -5.58 5.61 -2.41  0.13
H -3.82 5.33 -2.71  0.13
C -5.37 -1.49 -6.09  -0.08
C -5.29 -0.72 -4.81  -0.12
O -6.32 -1.35 -4.04  0.06
C -6.56 -2.59 -4.49  -0.62
O -7.29 -3.38 -3.92  0.14
O -5.95 -2.70 -5.60  0.11
H -4.38 -1.68 -6.50  0.14
H -5.96 -0.95 -6.83  0.14
H -5.64 0.31 -4.89  0.13
H -4.34 -0.55 -4.30  0.13
C -3.67 3.57 5.92  -0.12
C -4.84 4.48 6.04  -0.15
O -5.50 4.17 7.24  0.09
C -4.85 3.22 7.90  -0.56
O -5.16 2.81 9.00  0.13
O -3.84 2.82 7.12  0.07
H -2.69 4.01 5.75  0.14
H -3.93 3.09 4.98  0.13
H -5.48 4.37 5.16  0.13
H -4.56 5.53 6.03  0.13
C 1.67 6.70 1.02  -0.11
C 1.76 8.20 0.71  -0.24
C 1.88 9.16 1.95  -0.19
C 1.25 8.70 3.16  -0.25
N 0.68 8.44 4.17  0.13
H 0.71 6.40 1.44  0.08
H 2.45 6.48 1.76  0.07
H 1.84 6.09 0.14  0.07
H 0.86 8.51 0.19  0.10
H 2.51 8.51 -0.02  0.10
H 1.42 10.12 1.75  0.12
H 2.94 9.27 2.20  0.12
C -3.26 -9.00 0.38  -0.12
C -3.58 -7.51 0.08  -0.24
C -4.99 -7.15 -0.45  -0.18
C -5.48 -8.03 -1.55  -0.23
N -5.83 -8.73 -2.40  0.13
H -3.45 -9.74 -0.40  0.07
H -3.89 -9.41 1.17  0.07
H -2.21 -9.01 0.66  0.07
H -2.83 -7.34 -0.69  0.10
H -3.39 -6.92 0.98  0.11
H -4.95 -6.08 -0.63  0.11
H -5.83 -7.35 0.20  0.11
C -0.17 -9.54 -4.84  -0.12
C -0.72 -8.24 -5.39  -0.26
C 0.37 -7.16 -5.25  -0.20
C 0.80 -6.68 -3.95  -0.23
N 1.12 -6.31 -2.88  0.13
H 0.77 -9.77 -5.33  0.08
H -0.86 -10.35 -5.06  0.08
H 0.04 -9.29 -3.80  0.08
H -1.65 -8.00 -4.88  0.11
H -1.02 -8.40 -6.43  0.11
H 0.18 -6.23 -5.77  0.11
H 1.22 -7.52 -5.83  0.12
C -7.16 -3.13 6.80  -0.25
S -5.73 -3.76 5.80  0.81
O -6.11 -3.74 4.37  -0.57
C -4.68 -2.25 5.95  -0.26
H -6.69 -2.71 7.69  0.04
H -7.78 -3.95 7.16  0.05
H -7.58 -2.25 6.33  0.06
H -4.53 -1.81 6.93  0.05
H -5.12 -1.43 5.38  0.05
H -3.73 -2.44 5.45  0.04
C 1.08 0.35 -0.15  -0.24
S 0.05 -0.52 1.12  0.79
O -0.28 0.47 2.21  -0.58
C -1.46 -1.07 0.27  -0.26
H 0.36 1.04 -0.60  0.04
H 1.41 -0.32 -0.94  0.05
H 1.87 0.90 0.36  0.05
H -2.27 -1.32 0.96  0.06
H -1.23 -1.97 -0.30  0.05
H -1.71 -0.33 -0.49  0.04
C 3.16 2.61 6.73  -0.28
S 4.64 3.47 7.39  0.84
O 4.46 3.47 8.93  -0.60
C 4.28 5.26 6.94  -0.24
H 3.08 1.54 6.94  0.05
H 3.21 2.68 5.65  0.04
H 2.20 3.06 6.99  0.05
H 5.24 5.77 6.98  0.03
H 3.59 5.64 7.69  0.05
H 3.89 5.46 5.94  0.04
C 6.34 -0.50 -4.26  -0.25
S 5.43 -2.14 -4.27  0.84
O 5.80 -2.85 -5.62  -0.59
C 6.53 -2.80 -2.93  -0.26
H 5.72 0.03 -4.98  0.03
H 7.36 -0.64 -4.61  0.05
H 6.42 -0.12 -3.25  0.04
H 7.49 -2.85 -3.45  0.05
H 6.24 -3.81 -2.64  0.05
H 6.44 -2.17 -2.05  0.05
C 5.31 -4.21 5.80  -0.27
S 4.89 -3.10 4.39  0.83
O 6.00 -3.31 3.37  -0.58
C 3.50 -4.13 3.82  -0.27
H 4.51 -4.21 6.54  0.05
H 6.22 -3.89 6.30  0.05
H 5.50 -5.23 5.46  0.05
H 3.78 -5.17 3.98  0.04
H 3.53 -4.02 2.74  0.05
H 2.57 -3.98 4.37  0.06

=====

(3)
C15H17BeF3N2O2 as an isolated structure. Source: OMol25; level of theory: wB97M-V/def2-TZVPD.

Computed properties:
LUMO level (spin up / spin down) = -0.0730 / -0.0730 Eh
Kohn-Sham gap (spin up / spin down) = 5.47 / 5.47 eV

Each line ends with the Löwdin charge.
Positions of all 40 atoms, in Å:
C -0.30 1.36 1.34  -0.09
C -0.30 -1.22 1.46  -0.06
H 0.68 1.75 1.65  0.04
H -0.79 0.93 2.23  0.04
H -0.91 2.18 0.92  0.02
H 0.03 -2.19 1.05  0.02
H 0.37 -0.97 2.30  0.05
H -1.34 -1.27 1.82  0.03
C 0.50 2.65 -1.57  -0.09
C 0.86 3.45 -2.66  -0.04
C 1.09 2.84 -3.90  -0.04
C 0.96 1.45 -3.98  0.00
H 0.31 3.07 -0.58  0.11
H 0.94 4.53 -2.51  0.11
H 1.36 3.41 -4.77  0.11
H 1.12 0.90 -4.90  0.10
N 0.33 1.33 -1.67  0.10
C 0.59 0.71 -2.84  -0.18
C 0.45 -0.76 -2.86  -0.17
N 0.14 -1.36 -1.70  0.11
C 0.05 -2.69 -1.64  -0.09
C 0.48 -2.91 -3.99  -0.04
C 0.21 -3.51 -2.76  -0.04
H -0.16 -3.10 -0.65  0.10
H 0.10 -4.58 -2.63  0.11
C 0.61 -1.52 -4.04  0.00
H 0.80 -0.98 -4.96  0.10
H 0.60 -3.50 -4.90  0.11
Be 0.04 0.02 0.13  -0.06
C -1.77 0.02 -0.09  0.00
H -2.19 -0.99 -0.25  0.05
H -2.02 0.60 -0.99  0.06
H -2.36 0.47 0.73  0.05
F 4.85 0.00 1.85  0.13
C 4.05 -0.13 0.76  -0.47
F 4.42 0.83 -0.15  0.12
F 4.29 -1.35 0.21  0.12
C 2.52 0.02 1.12  -0.48
O 2.28 0.24 2.29  0.07
O 1.71 -0.11 0.12  -0.01

=====

no.,largest force on an atom (eV Å⁻¹)
1,7.40
2,5.75
3,3.85